Molecular formula: C5H26N3O6
Method: DFT, ωB97M-V with the def2-TZVPD basis set

Each atom is followed by the atoms it is bonded to, with distances in Å.
Element x y z (Å)
1 O 1.237 2.328 -1.363  H21 1.022, H26 0.895
2 O -2.533 -1.622 0.816  H27 0.939, H29 0.977
3 O -0.374 -2.720 0.907  H15 0.980, H32 0.989
4 O -0.959 -0.240 -3.080  H23 0.918, H34 0.975
5 O -2.121 0.625 -0.637  H19 1.031, H35 1.038
6 O -0.701 -3.174 -1.654  H16 1.004, H18 1.031
7 N 1.857 -2.276 -1.183  C11 1.247, H17 1.023
8 N 1.237 -0.566 0.296  C11 1.382, C14 1.491, H24 1.023
9 N -1.224 2.875 0.437  C12 1.472, H28 1.076, H33 0.967, H38 1.040
10 C 0.919 2.498 1.621  C12 1.525, C13 1.528, H22 1.104, H39 1.167
11 C 2.092 -1.523 -0.217  N7 1.247, N8 1.382, H36 1.110
12 C -0.394 3.273 1.587  N9 1.472, C10 1.525, H31 1.177, H40 1.093
13 C 0.735 1.056 2.094  C10 1.528, C14 1.523, H25 1.149, H30 1.075
14 C 1.788 0.137 1.490  N8 1.491, C13 1.523, H20 1.210, H37 1.108
15 H -0.647 -3.537 0.440  O3 0.980
16 H -0.768 -3.190 -2.655  O6 1.004
17 H 2.594 -2.914 -1.494  N7 1.023
18 H -0.018 -2.402 -1.623  O6 1.031
19 H -2.244 -0.306 -0.212  O5 1.031
20 H 2.234 -0.696 2.246  C14 1.210
21 H 1.042 1.341 -1.186  O1 1.022
22 H 1.421 2.450 0.639  C10 1.104
23 H -0.236 0.284 -3.291  O4 0.918
24 H 0.229 -0.668 0.146  N8 1.023
25 H -0.328 0.692 1.853  C13 1.149
26 H 1.374 2.630 -2.194  O1 0.895
27 H -3.068 -1.118 1.399  O2 0.939
28 H -1.994 3.577 0.170  N9 1.076
29 H -1.831 -1.993 1.385  O2 0.977
30 H 0.787 0.993 3.165  C13 1.075
31 H -1.135 3.034 2.469  C12 1.177
32 H 0.072 -3.107 1.701  O3 0.989
33 H -1.546 1.984 0.632  N9 0.967
34 H -0.765 -1.185 -3.216  O4 0.975
35 H -2.329 0.208 -1.565  O5 1.038
36 H 3.053 -1.507 0.338  C11 1.110
37 H 2.777 0.633 1.430  C14 1.108
38 H -0.532 2.870 -0.339  N9 1.040
39 H 1.634 3.198 2.221  C10 1.167
40 H -0.100 4.291 1.320  C12 1.093

## Properties
Charge: +1
Maximum force, Eh/bohr: 0.1205
Orbital gap, eV: 9.42
Lowest unoccupied orbital energy, eV: -2.70
Total energy, eV: -22354.431
Relative energy (zero: lowest compared OMol25 entry of this formula, charge and spin), eV: 3.628
Highest occupied orbital energy, eV: -12.11